[1]
A 6-piece molecular cluster, C22H22Cl6N4 overall in a non-equilibrium geometry. Source: OMol25; level of theory: ωB97M-V/def2-TZVPD.

The geometry in ORCA input format:
```
! RIJCOSX wB97M-V def2-TZVPD def2/J DEFGRID3
* xyz -1 2
H -4.21 -3.22 8.87
H -11.96 2.99 6.34
H -6.98 -2.41 4.51
H -7.22 -2.61 8.72
C -3.80 4.11 8.21
C -4.83 3.99 16.04
C -2.68 -2.77 10.43
C -3.11 4.88 17.29
Cl -5.72 2.04 13.02
C -8.58 1.42 5.64
H -9.37 0.87 3.68
H -2.05 5.11 17.27
H -3.28 -2.03 10.93
C -5.22 4.53 18.33
C -6.65 -2.00 5.45
H -4.56 0.26 6.83
C -1.40 -3.08 10.89
H -5.53 -0.78 8.94
C -5.73 4.07 17.09
H -6.75 3.79 16.86
Cl -3.80 5.47 7.06
H -3.36 5.25 19.37
H -7.69 0.82 5.59
N -10.07 2.60 7.11
Cl -6.76 1.47 10.29
C -3.20 -3.35 9.25
H -0.90 -2.59 11.71
H -4.87 2.72 10.86
C -5.73 -0.95 5.52
C -8.89 1.97 6.89
C -0.69 -4.03 10.19
C -5.30 1.80 11.26
N -2.48 -4.34 8.60
H -5.15 3.60 15.09
H -5.79 4.68 19.23
C -5.83 -1.08 7.95
H -5.33 -0.59 4.58
Cl -2.14 3.54 8.38
Cl -4.04 0.57 11.08
H -4.13 4.48 9.18
C -5.34 -0.48 6.76
Cl -4.95 2.80 7.77
C -10.75 1.97 4.82
H -11.47 1.79 4.05
C -3.87 4.88 18.50
H -8.29 1.85 7.78
C -1.26 -4.67 9.06
C -6.78 -2.16 7.84
C -9.47 1.45 4.59
N -7.18 -2.58 6.56
H -0.73 -5.45 8.54
N -3.56 4.40 16.17
C -10.99 2.58 6.10
H 0.33 -4.29 10.42
*
```

E: -104263.32164 eV
Frontier orbital gap (alpha / beta): 2.91 / 9.22 eV
HOMO energy (alpha / beta): -0.35 / -6.70 eV
⟨S²⟩: 0.753

=====

[2]
C39H38BFGeNO5Tc as an isolated structure. Source: OMol25; level of theory: ωB97M-V/def2-TZVPD.

The geometry in ORCA input format:
```
! RIJCOSX wB97M-V def2-TZVPD def2/J DEFGRID3
* xyz 2 1
H -4.03 3.51 -4.00
C 1.26 -0.26 -3.93
H -4.76 2.12 -3.18
C 1.03 0.02 -0.81
C -3.70 -5.36 3.47
O -1.01 -1.94 -0.77
H 5.56 -4.56 0.19
C 2.95 1.03 -5.72
H -1.08 1.94 -4.26
C -1.29 4.80 -2.34
H 0.03 0.61 3.83
H 2.41 -2.64 -1.95
H -3.03 3.66 -0.33
C 5.07 -3.66 -0.12
H -0.27 5.09 -2.57
H -2.05 -4.83 5.58
N -2.72 -3.05 3.59
C 3.59 4.34 -0.91
C -2.66 -3.04 2.28
Ge 2.96 0.26 -1.60
H -4.32 -5.26 2.58
C 4.96 -1.26 -0.17
H -2.51 -3.25 7.45
H 1.52 0.48 -7.22
C -3.64 3.55 -1.23
C 3.81 -1.33 -0.95
C -1.01 3.00 -4.05
C -1.21 -1.14 2.21
C -1.91 -2.14 1.52
H 6.49 -2.37 0.83
H -1.48 5.02 -1.29
H -3.36 1.88 -4.24
C -0.57 -0.13 4.34
C 1.78 0.45 -6.17
H -4.57 -3.61 4.37
C 3.29 -2.57 -1.32
H -1.59 3.55 -4.79
H 2.94 3.11 -2.53
C -0.65 -0.14 5.71
H -3.94 -2.66 6.63
C 5.59 -2.42 0.24
H -1.96 5.40 -2.95
H 4.25 5.33 0.88
H 0.03 -0.68 -5.64
H -2.71 -5.74 3.19
H -1.43 -1.03 7.48
H 3.61 1.53 -6.41
H -4.17 -6.11 4.10
C 4.14 3.20 1.14
C -1.41 -1.08 6.40
C -1.27 -1.12 3.63
O -2.62 1.44 -1.72
O -0.60 2.55 -1.74
H 5.39 -0.30 0.10
C 0.93 -0.20 -5.28
H 0.60 -0.80 -3.26
C 3.28 0.98 -4.37
Tc -0.51 -0.21 -0.26
F 0.01 0.78 6.40
C 3.42 1.95 -0.79
H 3.94 1.07 1.12
C -3.81 2.55 -3.51
C 2.43 0.34 -3.46
H -4.56 3.02 -0.96
H 0.04 3.30 -4.15
H 4.20 1.43 -4.03
C -2.04 -2.08 4.32
C 3.29 3.13 -1.51
C 4.01 4.38 0.41
C -2.92 2.78 -2.31
B -1.33 1.49 -1.39
H 4.47 3.23 2.17
C -2.02 -2.40 0.02
O -0.45 -0.21 1.64
H 3.53 -4.70 -1.20
C 3.84 1.99 0.54
H -3.69 -5.06 6.16
H -3.22 -3.80 1.75
C -3.59 -4.08 4.28
O -2.93 -3.02 -0.42
C -1.49 3.33 -2.65
H 3.50 5.26 -1.47
C -2.94 -3.06 6.47
H -3.92 4.54 -1.58
C 3.92 -3.73 -0.90
C -3.03 -4.35 5.67
C -2.11 -2.05 5.73
*
```

E: -114882.45013 eV
Frontier orbital gap: 6.22 eV
HOMO energy: -13.87 eV

=====

[3]
A 2-piece molecular cluster, C6H16O2 overall in a non-equilibrium geometry. Source: OMol25; level of theory: ωB97M-V/def2-TZVPD.

The geometry in ORCA input format:
```
! RIJCOSX wB97M-V def2-TZVPD def2/J DEFGRID3
* xyz 0 1
H -1.91 3.51 -1.47
H 1.23 -2.82 0.80
C -0.04 1.35 -1.22
H -1.02 1.23 -3.20
C 0.90 -0.74 1.31
O -1.97 3.37 -3.62
H -0.43 3.72 -2.45
H -2.84 2.93 -3.71
H 0.91 1.40 -1.77
H 0.95 -2.51 3.88
C -1.19 1.67 -2.20
H -0.19 0.31 -0.88
H 1.99 -0.59 1.26
H 0.54 -4.46 3.39
C -1.39 3.16 -2.38
O 1.43 -4.21 3.05
H 2.45 -2.44 2.91
H -2.11 1.20 -1.79
H 0.04 2.00 -0.33
H 0.49 -0.08 2.09
C 1.40 -2.79 2.91
H 0.46 -0.46 0.34
C 0.69 -2.27 1.60
H -0.39 -2.49 1.49
*
```

E: -10575.17801 eV
Frontier orbital gap: 10.92 eV
HOMO energy: -10.08 eV
SMILES string: CCCO.CCCO

=====

[4]
A 10-piece molecular cluster, C51H116O9 overall in a non-equilibrium geometry. Source: OMol25; level of theory: ωB97M-V/def2-TZVPD.

The geometry in ORCA input format:
```
! RIJCOSX wB97M-V def2-TZVPD def2/J DEFGRID3
* xyz 0 1
H -14.20 -17.37 -2.12
H -12.54 -17.79 -5.89
H -15.22 -23.70 -4.78
H -21.08 -24.44 -8.06
H -14.49 -24.63 -7.43
C -23.91 -22.08 -2.38
H -15.82 -16.28 -0.65
H -16.65 -23.42 -10.89
H -18.34 -26.70 -8.05
H -16.04 -15.00 -1.83
H -23.57 -18.29 -0.64
O -15.57 -20.91 -2.44
H -15.96 -22.65 0.69
H -13.08 -15.27 -5.35
H -19.20 -22.70 -9.65
H -12.98 -27.17 -8.14
H -13.56 -20.37 -6.26
H -19.30 -27.45 -5.25
H -21.03 -20.31 -4.75
H -14.09 -14.58 -3.36
H -18.41 -25.28 -2.68
C -21.39 -16.73 -1.26
C -13.54 -26.28 -8.43
H -18.66 -20.40 -7.65
H -16.04 -24.96 -8.95
H -13.41 -26.30 -1.16
C -20.19 -24.77 -3.89
C -11.50 -20.70 -6.03
C -17.44 -25.96 -6.28
H -22.35 -31.26 -6.39
H -15.90 -23.74 -12.50
H -20.71 -18.76 -1.49
O -15.03 -25.07 0.72
H -18.20 -20.97 -4.03
H -11.88 -21.13 -8.67
H -19.09 -22.44 -2.27
H -11.59 -17.20 -3.14
H -12.47 -19.47 -8.44
H -12.27 -19.01 0.12
C -19.68 -23.35 -4.21
H -22.25 -18.86 0.35
H -23.03 -29.70 -6.76
C -15.43 -21.80 -3.38
H -14.65 -27.64 -9.58
C -11.37 -17.26 -4.23
O -16.72 -24.22 -0.43
C -15.69 -25.06 -0.30
H -24.30 -22.43 -3.31
H -10.80 -20.39 -4.08
H -14.40 -24.74 -3.60
H -14.06 -26.00 -6.32
C -18.70 -26.46 -7.02
H -16.14 -24.65 -3.54
H -12.99 -19.85 -10.99
H -17.53 -20.85 -8.94
H -20.73 -22.06 -2.67
C -20.73 -23.95 -9.01
H -24.16 -20.00 -2.68
H -19.81 -24.78 -1.81
H -10.76 -18.10 -4.40
H -21.83 -30.52 -7.79
C -11.59 -20.95 -4.54
C -19.96 -20.37 -4.89
H -20.61 -16.31 -1.95
H -13.96 -18.49 -0.22
H -13.13 -21.62 -10.90
H -19.25 -20.23 -2.82
C -20.94 -24.80 -10.21
C -20.91 -29.66 -6.04
C -17.62 -22.21 -7.28
H -14.68 -25.73 -11.49
H -21.19 -27.76 -7.10
H -21.99 -18.26 -2.58
O -15.14 -22.95 -2.85
H -18.65 -23.41 -4.54
C -15.32 -15.72 -1.45
H -15.99 -19.00 -1.95
C -13.02 -21.16 1.12
H -19.68 -22.31 -7.22
O -15.71 -21.58 -4.55
H -11.66 -22.00 -4.27
H -19.89 -26.38 -2.51
H -10.84 -16.40 -4.60
H -14.54 -20.60 -11.34
H -11.29 -19.65 -6.14
C -15.23 -24.10 -3.76
H -19.50 -25.71 -7.03
H -21.88 -20.81 -0.85
H -23.21 -22.87 -2.03
H -10.60 -21.18 -6.46
H -20.29 -25.73 -10.28
H -14.29 -24.38 -10.48
O -12.12 -21.55 0.44
H -21.39 -23.08 -9.11
H -14.75 -20.03 -8.98
H -11.83 -22.96 2.35
C -19.50 -25.34 -2.68
H -17.08 -24.81 -11.90
C -14.40 -26.80 -1.12
H -13.11 -22.03 -6.76
H -14.41 -21.80 -8.94
C -13.56 -16.12 -4.82
H -21.26 -24.75 -3.54
H -22.01 -25.02 -10.26
H -17.14 -24.95 -6.57
H -17.72 -22.62 0.35
H -12.85 -25.83 -9.13
H -15.39 -27.23 -8.15
C -16.25 -24.15 -11.58
C -19.23 -20.87 -3.65
H -12.86 -24.73 -6.91
H -16.49 -26.49 -6.31
H -20.27 -22.99 -5.03
H -14.53 -27.33 -0.17
H -13.01 -23.13 3.69
H -23.54 -20.86 -0.42
H -22.54 -20.47 -3.21
H -13.34 -18.12 -4.35
C -13.30 -19.30 -0.14
H -22.25 -16.13 -1.42
C -15.83 -19.55 -2.86
O -15.47 -25.88 -1.36
H -19.78 -21.07 -5.64
C -15.77 -25.70 -9.63
C -13.93 -20.75 -9.20
C -12.75 -20.53 -8.29
C -17.63 -20.82 -7.86
C -20.37 -28.45 -6.87
C -22.09 -30.28 -6.77
C -12.81 -20.95 -6.80
H -21.16 -29.45 -5.00
H -17.67 -25.86 -5.19
H -19.61 -19.34 -5.15
H -16.88 -20.13 -7.39
C -13.66 -20.70 -10.70
H -20.83 -24.24 -11.13
C -12.90 -23.00 2.60
C -23.32 -20.68 -2.44
C -21.64 -18.21 -1.59
H -20.20 -25.54 -4.73
C -12.70 -17.37 -4.86
H -14.54 -16.31 -5.25
C -19.17 -27.72 -6.29
H -16.75 -22.68 -7.77
H -16.68 -26.19 -9.99
C -14.75 -16.54 -2.57
H -15.60 -16.94 -3.19
H -20.92 -16.59 -0.25
H -18.75 -23.86 -6.84
C -22.85 -20.36 -1.03
H -17.49 -22.11 -6.21
H -20.02 -28.92 -7.80
H -13.31 -19.91 -1.09
O -13.50 -21.78 2.22
C -13.75 -15.61 -3.41
O -13.81 -20.16 0.91
C -19.74 -22.22 -3.09
H -13.47 -23.88 2.18
H -16.66 -19.41 -3.56
H -14.98 -19.13 -3.38
C -16.88 -23.22 0.63
C -15.13 -24.98 -10.86
C -18.90 -23.03 -7.52
C -13.72 -25.39 -7.19
C -19.26 -23.49 -8.90
H -18.26 -28.33 -6.28
H -12.51 -20.50 -4.23
C -22.62 -18.88 -0.68
H -14.41 -27.40 -2.03
H -20.16 -30.39 -5.98
H -14.64 -15.16 -0.88
H -18.63 -24.30 -9.30
C -14.88 -26.74 -8.98
H -17.00 -23.72 1.58
H -24.70 -22.14 -1.65
H -12.74 -15.53 -2.89
*
```

E: -73194.54820 eV
Frontier orbital gap: 10.90 eV
HOMO energy: -10.37 eV
SMILES string: COC(=O)OC.COC(=O)OC.COC(=O)OC.CCCCCC.CCCCCC.CCCCCC.CCCCCC.CCCCCC.CCCCCC.CCCCCC

=====

[5]
One molecule with the formula C4H10N2O in a non-equilibrium geometry. Source: OMol25; level of theory: ωB97M-V/def2-TZVPD.

The geometry in ORCA input format:
```
! RIJCOSX wB97M-V def2-TZVPD def2/J DEFGRID3
* xyz 0 1
O 0.46 -2.75 -0.18
H -3.03 0.05 0.01
N -2.19 0.62 0.01
C 1.36 -1.99 0.06
C 0.62 1.62 0.01
H -2.33 1.35 -0.68
H 2.43 -2.29 0.05
H -0.17 2.36 0.17
H 0.91 1.61 -1.05
N 1.33 -0.65 0.34
C 0.16 0.20 0.52
H -0.78 -0.45 -1.40
H -0.17 0.20 1.57
H 2.24 -0.22 0.31
C -1.06 -0.22 -0.37
H 1.51 1.79 0.61
H -1.28 -1.22 0.01
*
```

E: -9337.64981 eV
Frontier orbital gap: 10.49 eV
HOMO energy: -9.58 eV
SMILES string: C[C@@H](CN)NC=O

=====

[6]
C4H6O2Yb as an isolated structure in a non-equilibrium geometry. Source: OMol25; level of theory: ωB97M-V/def2-TZVPD.

The geometry in ORCA input format:
```
! RIJCOSX wB97M-V def2-TZVPD def2/J DEFGRID3
* xyz 1 2
C -1.80 0.87 0.05
C 1.81 -0.58 0.20
H -2.46 0.47 0.84
O 2.52 -1.70 0.21
H -1.98 1.96 0.01
H 2.42 0.31 0.04
H 0.22 1.57 0.65
Yb -0.59 -0.37 -2.22
H 2.36 -2.25 -0.56
O -2.10 0.25 -1.16
C 0.43 -0.51 0.22
H -0.48 -0.66 1.22
C -0.36 0.65 0.49
*
```

E: -39857.67733 eV
Frontier orbital gap (alpha / beta): 6.77 / 7.65 eV
HOMO energy (alpha / beta): -11.74 / -12.65 eV
⟨S²⟩: 0.770